[1]
Entry from the Open Molecules 2025 dataset: C5H9AlF6NNaO8S3 as an isolated structure (the ωB97M-V functional and the def2-TZVPD basis).

The geometry in ORCA input format:
```
! RIJCOSX wB97M-V def2-TZVPD def2/J DEFGRID3
* xyz 3 2
Na -2.50676 -4.28945 -0.08320
Al 0.24739 -1.64038 2.67938
C 3.13646 -1.20205 -1.08674
F 3.33943 -0.76677 -2.38643
F 2.27316 -2.33147 -0.97607
F 4.22956 -1.47294 -0.47853
S 2.22293 0.15356 -0.15937
O 2.74722 1.47037 -0.49395
O 0.82264 -0.11972 -0.42537
N 2.51485 -0.22208 1.53651
S 3.85902 0.45396 1.90743
O 4.56643 -0.19515 3.03811
O 4.70679 0.72533 0.74789
C 3.37875 2.18852 2.65969
F 3.22705 3.11297 1.75203
F 2.30089 2.03528 3.49356
F 4.43696 2.68029 3.44457
O -0.68590 -2.60353 0.17375
H -0.52789 -2.04298 -0.61069
O -3.71116 -1.28729 0.25940
S -2.94750 -0.05971 0.59080
O -2.00320 -0.07665 1.71187
O -2.07174 0.27185 -0.75347
C -2.63172 0.31646 -2.03596
C -1.87375 -0.47094 -2.98126
C -4.15054 1.34672 0.61883
H -2.78926 1.32909 -2.40724
H -3.62106 -0.14072 -2.05289
H -2.00781 -0.12296 -4.00549
H -2.33159 -1.45961 -2.94931
H -0.82563 -0.33736 -2.71349
H -3.88392 2.12389 1.33509
H -5.05299 0.88165 1.01557
H -4.38707 1.75170 -0.36511
*
```

Values from the calculation:
Highest occupied orbital energy (spin up / spin down): -20.08 / -20.50 eV
Kohn-Sham gap (spin up / spin down): 4.2 / 4.3 eV
Total energy: -3049.58703 Ha



[2]
Entry from the Open Molecules 2025 dataset: the molecule C6H8O3S (the ωB97M-V functional and the def2-TZVPD basis).

The geometry in ORCA input format:
```
! RIJCOSX wB97M-V def2-TZVPD def2/J DEFGRID3
* xyz 0 1
C -2.95716 -1.66176 -0.12525
C -2.03903 -0.91143 0.15263
C 1.69340 -1.96173 -0.19613
C -0.99955 -0.09789 0.46730
C -0.36908 0.84018 -0.50538
C -0.24712 2.22376 0.14456
O 3.26610 0.08144 -0.43234
O 1.63902 0.08147 1.42249
O 0.91133 0.40993 -0.95390
S 1.98371 -0.28000 0.07686
H -3.75582 -2.30599 -0.34535
H 1.08193 -2.50621 0.48970
H 2.00828 -2.36339 -1.13154
H -0.61598 -0.09024 1.47546
H -0.97229 0.88845 -1.42216
H -1.22351 2.58960 0.45324
H 0.18289 2.91480 -0.57478
H 0.41286 2.14900 1.00460
*
```

Values from the calculation:
Highest occupied orbital energy (spin up / spin down): -10.15 / -8.50 eV
Kohn-Sham gap (spin up / spin down): 9.2 / 6.9 eV
Total energy: -857.13051 Ha



[3]
Entry from the Open Molecules 2025 dataset: C24H35N2O6PdSi2 as an isolated structure (the ωB97M-V functional and the def2-TZVPD basis).

The geometry in ORCA input format:
```
! RIJCOSX wB97M-V def2-TZVPD def2/J DEFGRID3
* xyz 1 5
Pd -0.81769 0.34883 -0.15552
O 3.80131 -0.38318 0.91359
C 2.53017 0.00507 0.96398
O 1.65987 -0.44068 0.26477
C 2.34130 1.01674 2.07424
O 1.07299 1.64884 1.98217
C 1.05273 2.93087 1.61543
C 0.98228 3.18842 -0.56692
O 1.31131 4.30352 -0.67099
O 0.63583 2.10551 -0.89962
H 3.89195 -1.08594 0.25052
H 2.37215 0.47272 3.02009
H 3.15645 1.73950 2.06261
H 0.08089 3.39163 1.72709
H 1.95237 3.52364 1.74050
C 0.03054 -1.61520 3.11156
Si -1.25261 -1.40455 1.77911
C -2.92192 -1.04342 2.53968
C -1.33725 -2.90743 0.65657
C -1.68832 -4.07297 1.35321
C -1.80592 -5.29573 0.71345
C -1.57738 -5.37663 -0.65149
C -1.24038 -4.23410 -1.35863
C -1.11140 -2.98664 -0.73516
Si -0.69310 -1.55308 -1.88378
C -2.04601 -1.34652 -3.15235
C 0.97059 -1.80377 -2.68663
H -0.23918 -2.47429 3.73463
H 0.06924 -0.73748 3.75960
H 1.01765 -1.81520 2.69812
H -3.18573 -1.82340 3.26161
H -3.70313 -1.02143 1.77810
H -2.91550 -0.09099 3.07278
H -1.87609 -4.03307 2.42278
H -2.07532 -6.17942 1.27758
H -1.66516 -6.32555 -1.16488
H -1.07399 -4.31998 -2.42846
H -2.13626 -2.25310 -3.75927
H -1.84438 -0.51540 -3.83109
H -3.01339 -1.17106 -2.67796
H 0.94381 -2.66941 -3.35566
H 1.73327 -1.98108 -1.92930
H 1.25708 -0.93259 -3.27846
C -1.60304 3.57370 -6.63930
C -2.66258 4.42895 -5.96056
N -2.77814 4.16728 -4.52203
C -2.23244 5.14938 -3.59140
C -0.71211 5.16483 -3.55759
C -3.40209 3.03133 -4.15160
O -3.88305 2.23187 -4.93835
C -3.47138 2.69955 -2.68151
C -4.64594 2.80468 -1.95240
C -4.67025 2.34437 -0.64535
C -3.53018 1.76720 -0.11927
N -2.40019 1.65100 -0.82555
C -2.37194 2.11394 -2.07762
H -1.55018 3.81554 -7.70081
H -1.85660 2.51880 -6.54582
H -0.61777 3.74194 -6.20336
H -3.63512 4.24301 -6.41494
H -2.43700 5.49021 -6.07147
H -2.63221 4.94838 -2.59921
H -2.60989 6.13164 -3.88440
H -0.31907 4.18330 -3.28475
H -0.35418 5.89164 -2.82774
H -0.29758 5.43376 -4.52913
H -5.53246 3.23156 -2.40420
H -5.56410 2.41532 -0.04217
H -3.50822 1.37175 0.88825
H -1.44064 1.98625 -2.61660
*
```

Values from the calculation:
Highest occupied orbital energy (spin up / spin down): -8.93 / -11.63 eV
Kohn-Sham gap (spin up / spin down): 6.6 / 6.7 eV
Total energy: -2203.06332 Ha



[4]
Entry from the Open Molecules 2025 dataset: C51H49As2CrN2OPS4 as an isolated structure (the ωB97M-V functional and the def2-TZVPD basis).

The geometry in ORCA input format:
```
! RIJCOSX wB97M-V def2-TZVPD def2/J DEFGRID3
* xyz 1 2
Cr -0.17032 0.72744 0.16821
C -0.70164 2.84394 3.60610
As -1.01851 2.67642 1.70364
C -0.45522 4.47003 1.14141
C -2.94815 2.87110 1.62303
C -3.59599 3.92673 2.25626
C -4.96057 4.10825 2.09258
C -5.67890 3.24064 1.28292
C -5.03694 2.18810 0.64779
C -3.67007 1.99160 0.81749
As -2.75984 0.46521 0.00064
C -3.74549 0.23090 -1.64521
C -3.63401 -0.91609 1.07235
H -1.20556 3.74313 3.95697
H 0.36805 2.92209 3.79015
H -1.09546 1.97940 4.12740
H 0.00308 4.97920 1.98686
H -1.32389 5.03219 0.80535
H 0.26099 4.39903 0.32796
H -3.03919 4.62188 2.87340
H -5.46117 4.92945 2.58872
H -6.74221 3.38522 1.14261
H -5.61448 1.52425 0.01777
H -4.81030 0.16610 -1.43355
H -3.41443 -0.69809 -2.10232
H -3.54641 1.05917 -2.32253
H -4.70844 -0.73708 1.06496
H -3.26993 -0.87264 2.09724
H -3.42794 -1.89581 0.64335
C 5.42109 0.10082 -2.71165
C 4.86323 -1.15834 -2.88481
C 3.53610 -1.38733 -2.54902
C 2.76233 -0.35026 -2.04092
C 3.31776 0.91808 -1.89074
C 4.64581 1.14161 -2.21721
P 1.00298 -0.52028 -1.63204
C 0.67950 -2.31139 -1.62162
C -0.24340 -2.92609 -2.63613
C -0.69665 -4.37666 -2.31645
C 0.05186 -5.11012 -1.25674
C 0.93862 -4.48297 -0.48538
C 1.20509 -3.04802 -0.63782
C 0.26460 0.15935 -3.12925
C 0.59910 -0.25517 -4.39323
C 0.02892 0.36437 -5.51891
C -0.82502 1.41758 -5.34403
C -1.12364 1.91547 -4.05348
C -1.91674 3.07802 -3.89737
C -2.08762 3.59987 -2.65376
C -1.52693 2.95702 -1.52465
C -0.80506 1.78131 -1.57267
C -0.57777 1.27693 -2.90738
H 6.45903 0.27282 -2.96649
H 5.46498 -1.96857 -3.27723
H 3.11672 -2.37877 -2.65891
H 2.71769 1.73019 -1.49571
H 5.07650 2.12541 -2.08060
H 0.12123 -2.78369 -3.65342
H -0.78708 -4.98009 -3.21905
H -0.14766 -6.16769 -1.12435
H 1.48144 -5.01938 0.28414
H 1.85087 -2.58444 0.10296
H 1.31713 -1.05562 -4.53182
H 0.28517 0.02158 -6.51281
H -1.25483 1.92121 -6.20209
H -2.34048 3.55350 -4.77379
H -2.66532 4.50493 -2.51029
H -1.72412 3.45151 -0.58758
O 1.25428 0.56744 1.31379
C 2.31229 0.41631 2.22841
C 3.29126 1.56146 2.03873
C 4.59243 1.67507 2.42514
C 5.14185 2.95798 2.14507
C 4.23941 3.79136 1.56169
S 2.72626 3.02366 1.34368
C 3.04039 -0.92330 2.07276
C 2.85230 -2.09115 2.76516
C 3.71192 -3.13914 2.34258
C 4.56175 -2.73931 1.35555
S 4.32475 -1.10395 0.94705
C 1.74787 0.48943 3.64655
C 2.25240 1.14378 4.72873
C 1.50008 0.92699 5.91953
C 0.43914 0.10369 5.71961
S 0.33935 -0.39981 4.08675
H 5.14409 0.86979 2.89038
H 6.16200 3.24011 2.36300
H 4.38928 4.80748 1.23187
H 2.13685 -2.20125 3.56514
H 3.71741 -4.12985 2.77522
H 5.33134 -3.31571 0.86527
H 3.13661 1.76273 4.67877
H 1.74207 1.36863 6.87552
H -0.29803 -0.21899 6.43850
C -1.84651 -4.35619 1.72855
C -0.94918 -3.31819 2.40305
C -0.76860 -2.10444 1.60933
N -0.60950 -1.15539 0.99164
H -1.92798 -5.23076 2.37132
H -1.42813 -4.66678 0.77169
H -2.84900 -3.96272 1.56504
H 0.04905 -3.71590 2.59887
H -1.36047 -3.00571 3.36532
S -3.57525 -4.29280 -2.81739
C -3.31228 -3.02062 -4.00948
C -2.32644 -2.18695 -3.70060
N -1.64732 -2.43398 -2.47982
C -2.07117 -3.76148 -1.94220
H -3.95672 -2.94713 -4.87160
H -2.02167 -1.32933 -4.28664
H -2.27069 -3.74359 -0.87077
*
```

Values from the calculation:
Highest occupied orbital energy (spin up / spin down): -9.78 / -9.76 eV
Kohn-Sham gap (spin up / spin down): 7.5 / 7.7 eV
Total energy: -9607.39910 Ha



[5]
Entry from the Open Molecules 2025 dataset: the molecule C21H24ClN3O4S (the ωB97M-V functional and the def2-TZVPD basis).

The geometry in ORCA input format:
```
! RIJCOSX wB97M-V def2-TZVPD def2/J DEFGRID3
* xyz 0 1
O -1.37137 -0.90373 -1.89582
C -1.10769 -0.99333 -0.71262
C -0.03799 -0.13702 -0.09985
C -0.23938 1.23792 -0.02053
C 0.74644 2.05953 0.49304
C 1.95661 1.51621 0.91262
Cl 3.17079 2.55180 1.54913
C 2.17131 0.15038 0.81008
S 3.70515 -0.67823 1.30110
O 3.35298 -2.05166 1.50459
O 4.32170 0.04257 2.36934
N 4.73198 -0.63529 0.01049
C 5.43924 0.58298 -0.30897
C 4.75484 1.32916 -1.45991
O 4.57312 0.48432 -2.57520
C 3.78072 -0.63662 -2.25044
C 4.43732 -1.46112 -1.13782
C 1.17582 -0.66986 0.31075
N -1.72435 -1.86736 0.11706
C -1.60678 -1.85671 1.55598
C -2.69831 -0.92335 2.14875
N -3.75656 -0.71427 1.18282
C -3.81665 0.49313 0.48836
C -4.13134 0.56982 -0.87001
C -4.21016 1.79245 -1.50995
C -3.98280 2.97068 -0.82147
C -3.69789 2.91029 0.53236
C -3.62402 1.69382 1.18113
C -4.11605 -1.95309 0.53303
C -2.94889 -2.50217 -0.32783
H -1.17464 1.65915 -0.35710
H 0.59089 3.12355 0.56916
H 5.47951 1.18780 0.59561
H 6.45887 0.31387 -0.60703
H 5.37852 2.15514 -1.80486
H 3.78094 1.72348 -1.13283
H 3.69712 -1.22274 -3.16678
H 2.77706 -0.30786 -1.93769
H 3.79373 -2.27244 -0.80177
H 5.38158 -1.87777 -1.50604
H 1.37177 -1.72991 0.26005
H -1.75000 -2.88502 1.90055
H -0.61468 -1.52785 1.86006
H -2.25002 0.03307 2.41082
H -3.11801 -1.37223 3.05663
H -4.29870 -0.32097 -1.45180
H -4.44033 1.81831 -2.56463
H -4.03587 3.92182 -1.32845
H -3.53973 3.81945 1.09432
H -3.43486 1.68067 2.24398
H -5.01315 -1.80553 -0.06721
H -4.35821 -2.66607 1.32805
H -2.86085 -3.58732 -0.21815
H -3.06873 -2.26186 -1.38511
*
```

Values from the calculation:
Highest occupied orbital energy: -8.04 eV
SMILES: O=C(c1ccc(Cl)c(S(=O)(=O)N2CCOCC2)c1)N1CCN(c2ccccc2)CC1
Kohn-Sham gap: 8.4 eV
Total energy: -2138.22115 Ha



The highest total energy belongs to which entry? C6H8O3S